C15H8Cl2O2SeV | wB97M-V/def2-TZVPD

Each line ends with the Löwdin charge.
Atoms and positions in Å:
Se: 1.651104 3.190755 -2.953141  -0.018
V: 1.101592 1.204028 -2.109717  0.294
Cl: -1.780409 -2.178947 0.085991  0.699
Cl: -0.911524 -5.891130 -3.723055  0.621
O: 1.521380 -0.066093 -3.708072  -0.129
O: -0.017545 -0.522916 -1.566979  -0.155
C: -1.230202 -3.896905 -1.902969  -0.130
C: 0.554447 3.662847 4.403803  -0.109
C: 1.227303 -1.222317 -4.017746  -0.174
C: 0.460678 2.035632 1.044180  -0.158
C: -1.090370 1.918799 4.436028  -0.108
C: 0.403472 -2.119602 -3.277787  -0.131
C: 0.843074 3.371611 3.079888  -0.047
C: -0.621038 -4.283525 -3.108791  -0.679
C: -1.023462 -2.645091 -1.398935  -0.574
C: 0.168760 2.343848 2.410062  -0.269
C: 0.179104 -3.413412 -3.785014  -0.079
C: -0.192095 -1.673989 -2.054929  -0.378
C: -0.803691 1.621920 3.113255  -0.046
C: 0.705425 1.779928 -0.121920  -0.145
C: -0.412846 2.940216 5.089620  -0.124
H: 1.613846 -1.606247 -4.976082  0.133
H: 0.649527 -3.701106 -4.717928  0.111
H: -1.327104 0.826566 2.598999  0.108
H: -0.637696 3.171059 6.123683  0.087
H: 1.087475 4.461982 4.905387  0.092
H: 1.594173 3.934040 2.541323  0.111
H: -1.847584 1.349337 4.961880  0.092
H: -1.865796 -4.591288 -1.371033  0.102

Cartesian forces, eV/Å:
-0.0819 -0.0863 -0.0419
-0.2844 0.0846 0.4774
0.0106 -0.0102 -0.0203
-0.0047 -0.0185 0.0000
0.2194 -0.1653 -0.0851
0.0220 0.2474 -0.0476
0.0130 0.0698 0.0337
0.0131 0.0129 -0.0095
-0.0746 0.0559 -0.1250
0.0217 0.0133 0.0094
0.0098 -0.0003 -0.0146
-0.1457 0.0405 0.2295
-0.0215 -0.0173 0.0358
0.0424 -0.0047 -0.0632
-0.0795 -0.0475 0.0974
-0.0168 -0.0320 -0.0501
0.0296 0.0092 -0.0573
0.1210 -0.0281 -0.1941
0.0009 0.0247 0.0361
0.1681 -0.1057 -0.2396
-0.0133 -0.0052 0.0177
0.0641 0.0032 0.0258
-0.0172 -0.0345 0.0035
0.0008 -0.0031 -0.0033
0.0023 0.0015 0.0003
0.0032 0.0018 -0.0063
0.0001 0.0024 -0.0038
-0.0006 -0.0042 -0.0033
-0.0019 -0.0043 -0.0016

Results
Relative energy (zero: lowest compared OMol25 entry of this formula, charge and spin) = 13.5 kcal/mol
Total charge = -1
2S+1 = 3
HOMO level (alpha / beta) = -4.34 / -4.63 eV


C17H25I2OP2Re | wB97M-V/def2-TZVPD

Each line ends with the Löwdin charge.
Atoms and positions in Å:
Re: -0.952863 -0.280098 -0.403995  0.642
I: -4.091179 0.416085 -4.248351  0.501
I: -1.898780 -2.042070 1.102102  0.836
P: -1.731706 1.135476 1.299485  0.578
P: -0.896190 -1.834859 -2.043170  0.554
O: -3.313918 1.333944 -1.592748  0.001
C: 3.409173 -1.132543 -0.859864  0.028
C: 1.293568 -0.119751 -0.015086  -0.108
C: 3.536201 0.337193 1.020140  -0.118
C: 2.407899 2.098810 2.897927  0.041
C: -2.448827 -2.546158 -2.695274  -0.254
C: 4.170636 -0.513388 0.089536  0.071
C: -0.036135 -3.460444 -1.811152  -0.229
C: 2.020557 -0.877171 -0.916652  -0.113
C: -1.258068 2.864258 0.923392  -0.204
C: 4.350736 1.028349 1.940979  0.095
C: 1.614079 1.414924 1.995080  -0.003
C: 3.793776 1.876954 2.877048  0.036
C: -1.417152 0.743559 3.074712  -0.263
C: -0.232339 -1.036589 -3.550273  -0.203
C: -3.544652 1.439350 1.424020  -0.211
C: 2.090164 0.536382 1.017984  -0.138
C: -2.375434 0.725961 -1.221548  -0.317
H: -0.748091 -4.181673 -1.378362  0.062
H: 1.975374 2.806903 3.614564  0.149
H: 0.063539 -1.809847 -4.267925  0.091
H: -1.322215 3.469816 1.833515  0.088
H: 0.541652 1.584238 2.033682  0.034
H: -0.410992 0.356245 3.244896  0.040
H: -0.246058 2.900848 0.510082  0.048
H: 5.431657 0.873053 1.879704  0.159
H: -3.880729 2.007314 0.543027  0.052
H: 0.307224 -3.842758 -2.784776  0.082
H: -2.119316 -0.029306 3.405618  0.037
H: -1.056312 -0.430155 -3.953892  0.010
H: 0.624630 -0.392513 -3.334249  0.048
H: 1.526041 -1.331579 -1.777925  0.042
H: -3.723622 2.016569 2.341294  0.088
H: 0.827233 -3.374604 -1.146171  0.039
H: 5.257186 -0.641667 0.101974  0.158
H: -1.969994 3.232823 0.173447  0.067
H: 4.450412 2.390327 3.583477  0.149
H: -2.202347 -3.426394 -3.309275  0.086
H: -1.546728 1.645446 3.683780  0.084
H: 3.877411 -1.802737 -1.585377  0.150
H: -3.113639 -2.822440 -1.867235  0.049
H: -4.086443 0.481866 1.474961  0.063
H: -2.945420 -1.787946 -3.323123  -0.097

Cartesian forces, eV/Å:
3.8098 0.9797 1.5867
-0.3137 0.1947 -0.6115
-0.2902 -0.7552 0.1506
-1.7908 1.7458 2.8141
-0.5465 -4.4002 -3.0796
4.3279 -2.5606 1.7044
-0.9966 -0.4029 -0.8107
-0.5924 0.9017 0.9409
-0.8628 -0.3809 -0.7532
1.8375 0.2871 0.7139
-0.4096 0.5853 -0.0267
0.3508 0.7908 0.9696
0.3451 0.2984 0.4711
0.3128 -0.9010 -1.1730
0.5522 -0.1858 -0.3038
0.3487 -0.5050 -0.3730
-1.4220 -0.1723 -0.6182
-0.8476 1.2464 1.1537
0.4170 -0.2314 -0.1313
0.0629 0.5952 0.2558
-0.0327 -0.5263 -0.4628
1.0817 -0.5861 -0.6488
-5.0567 3.3722 -2.6129
0.2501 0.3196 -0.1605
0.1694 -0.3826 -0.3077
-0.1117 0.0597 0.1293
-0.0321 -0.0355 -0.1573
0.5546 0.0784 0.0010
-0.1607 -0.0572 0.0482
-0.1535 0.3279 0.0625
-0.3205 0.1122 0.1682
-0.0481 -0.1922 0.5914
-0.2313 0.2034 0.2260
0.0122 0.3143 -0.0625
0.2936 -0.1144 -0.0754
-0.1077 -0.0253 -0.2829
0.2517 0.0940 0.4641
0.0499 -0.1496 -0.2739
-0.0900 -0.1621 -0.0684
-0.3640 0.0288 0.1034
0.2331 0.0454 0.2252
-0.2907 -0.1057 -0.1923
-0.0366 0.2998 0.2847
-0.1287 -0.1006 -0.1823
-0.2763 0.2603 0.1398
0.1262 -0.1037 -0.2637
0.0374 0.3726 0.0836
0.0890 -0.4770 0.3443

Results
Relative energy (zero: lowest compared OMol25 entry of this formula, charge and spin) = 16.0 kcal/mol
Total charge = +3
2S+1 = 4
HOMO level (alpha / beta) = -17.49 / -17.14 eV